Below is an isolated molecule of C4H3N3 in a non-equilibrium geometry, with properties calculated with the ωB97M-V functional and the def2-TZVPD basis.

Cartesian coordinates (Å):
C 2.4538 -0.7452 0.0195
C 1.0405 -1.0991 -0.1259
C 1.8416 2.0294 -0.3343
C -0.3415 0.8378 0.2579
N 3.5783 -0.6695 0.2547
N -0.0656 -0.5319 0.0325
N 0.8436 1.5781 0.0625
H 0.9147 -2.2174 -0.2942
H -1.1769 1.2676 -0.2144
H -0.3132 0.9301 1.3553

The calculation puts the orbital gap at 10.65 eV. The value obtained for the energy relative to the best compared isomer or geometry (same formula, charge and spin) is 284.2 kJ/mol. The multiplicity is 1. The total energy is -8663.466 eV.

=====

Below is a cluster of 2 separate species, C3H5N3 in total in a non-equilibrium geometry, with properties calculated with the ωB97M-V functional and the def2-TZVPD basis.

Cartesian coordinates (Å):
C 2.0417 0.4953 0.5859
C 0.8534 0.6214 0.4103
N -0.3150 0.4893 -0.2120
C -1.6388 0.1234 0.2169
H 3.0967 0.5324 0.6557
H -0.2610 1.0692 -1.0292
H -2.0432 -0.4472 -0.6242
H -1.6162 -0.5380 1.0889
H -2.2347 1.0246 0.4130
N 1.5913 -1.6644 -0.6935
N 0.5053 -1.8237 -0.8073

As for the structure (SMILES): C#CNC.N#N. The calculation puts the orbital gap at 9.33 eV. The value obtained for the energy relative to the best compared isomer or geometry (same formula, charge and spin) is 226.8 kJ/mol. The multiplicity is 1. The total energy is -7660.105 eV.

=====

Below is a cluster of 5 separate species, C20H26BFINO12 in total, with properties calculated with the ωB97M-V functional and the def2-TZVPD basis.

Cartesian coordinates (Å):
F 2.5347 -3.8928 -1.4406
B 2.2270 -2.5994 -1.2903
C 0.7664 -2.2040 -0.8978
C 0.0403 -1.4466 -2.0423
C 0.0458 0.0654 -1.8578
I -1.4476 0.7148 -0.4828
C 3.3798 -1.5596 -1.5192
C 3.4017 -0.6616 -2.5907
C 4.4475 0.2381 -2.7154
C 5.4454 0.2276 -1.7554
N 5.4540 -0.6179 -0.7276
C 4.4510 -1.4851 -0.6277
H 0.1909 -3.0793 -0.5916
H 0.8302 -1.5281 -0.0356
H 0.4814 -1.6706 -3.0213
H -0.9886 -1.8045 -2.0994
H 0.9882 0.4194 -1.4434
H -0.1343 0.5956 -2.7900
H 2.6109 -0.6715 -3.3345
H 4.5033 0.9229 -3.5522
H 6.2757 0.9245 -1.8222
H 4.5017 -2.1667 0.2191
O -3.4679 4.0359 1.8197
C -3.5048 3.0196 2.4396
O -3.3746 2.9340 3.7774
C -3.6796 1.5895 4.1830
C -3.4156 0.8106 2.9089
O -3.6687 1.7941 1.8954
H -3.0412 1.3053 5.0138
H -4.7240 1.5385 4.4890
H -2.3776 0.4845 2.8218
H -4.0806 -0.0362 2.7688
O 1.2698 5.9810 5.2062
C 0.4734 5.9070 4.3274
O 0.7623 5.5432 3.0551
C -0.4682 5.3459 2.3473
C -1.4400 6.1891 3.1492
O -0.8463 6.1674 4.4549
H -0.3510 5.6643 1.3158
H -0.7239 4.2860 2.3748
H -1.4772 7.2229 2.8016
H -2.4397 5.7712 3.1859
O -6.1319 -0.6809 4.7263
C -6.1946 -1.5800 3.9509
O -5.3943 -2.6704 3.9687
C -5.9084 -3.6296 3.0367
C -6.7018 -2.7524 2.0834
O -7.0676 -1.6514 2.9230
H -5.0826 -4.1581 2.5698
H -6.5404 -4.3350 3.5775
H -6.0932 -2.3752 1.2600
H -7.5992 -3.2212 1.6912
O 4.4392 -0.9269 -7.5217
C 4.8425 -1.7301 -6.7471
O 4.4665 -3.0311 -6.7143
C 5.3080 -3.7304 -5.7916
C 5.7922 -2.6080 -4.8912
O 5.7381 -1.4753 -5.7636
H 4.7265 -4.4897 -5.2763
H 6.1215 -4.2018 -6.3452
H 5.1168 -2.4301 -4.0521
H 6.8052 -2.7400 -4.5223

As for the structure (SMILES): FB(CCCI)c1cccnc1.O=C1OCCO1.O=C1OCCO1.O=C1OCCO1.O=C1OCCO1. The calculation puts the orbital gap at 9.80 eV. The multiplicity is 1. The total energy is -58718.356 eV.

=====

Below is an isolated molecule of C3H5N3S in a non-equilibrium geometry, with properties calculated with the ωB97M-V functional and the def2-TZVPD basis.

Cartesian coordinates (Å):
N -0.4841 1.7999 0.6245
N -0.2690 0.5488 0.0491
C -0.9306 0.0912 -1.0225
N -0.6036 -1.1090 -1.4389
C 0.3769 -1.5531 -0.5890
S 1.1434 -2.9950 -0.6589
C 0.6821 -0.4875 0.4487
H -0.7645 1.6757 1.5886
H 0.3705 2.3337 0.6017
H -1.6748 0.7042 -1.4799
H 0.4522 -0.8849 1.4718
H 1.7015 -0.1238 0.4047

As for the structure (SMILES): NN1C=NC(=S)C1. The calculation puts the orbital gap at 8.17 eV. The value obtained for the energy relative to the best compared isomer or geometry (same formula, charge and spin) is 166.8 kJ/mol. The multiplicity is 1. The total energy is -18496.169 eV.

=====

Calculated highest occupied orbital energy, -10.97 -8.31 -9.77 -8.27 eV (same order as the records).